# C34H25BrClCoN3O7S

A molecular structure, C34H25BrClCoN3O7S (ωB97M-V/def2-TZVPD, the Open Molecules 2025 dataset).

Each line ends with the Mulliken charge.
Cartesian coordinates (Å):
Co (0.177, 0.080, 0.329)  -0.917
C (-0.006, 4.900, -2.377)  -0.423
C (-1.269, 4.543, -1.925)  -0.824
C (-1.411, 3.573, -0.944)  -0.403
C (-0.266, 2.972, -0.451)  0.264
C (1.005, 3.285, -0.908)  -0.052
C (1.127, 4.275, -1.868)  -0.837
N (-0.382, 1.958, 0.551)  2.374
N (-0.948, 2.309, 1.592)  -1.324
C (-1.030, 1.254, 2.547)  0.383
C (-1.494, 1.514, 3.818)  -0.743
C (-1.520, 0.456, 4.715)  -0.342
C (-1.085, -0.795, 4.310)  -1.114
C (-0.633, -0.965, 3.007)  -0.361
N (-0.624, 0.050, 2.158)  1.231
H (0.097, 5.659, -3.143)  0.378
H (-2.149, 5.015, -2.342)  0.373
H (-2.376, 3.232, -0.590)  0.456
H (1.865, 2.752, -0.516)  0.248
H (2.109, 4.544, -2.236)  0.426
H (-1.828, 2.509, 4.073)  0.564
H (-1.885, 0.608, 5.722)  0.402
H (-1.094, -1.639, 4.985)  0.531
H (-0.267, -1.904, 2.609)  0.298
O (0.315, -3.869, 0.052)  -0.778
C (0.373, -2.711, -0.350)  0.209
O (0.576, -1.730, 0.472)  1.291
C (0.168, -2.438, -1.819)  -0.462
C (-0.319, -3.503, -2.576)  -0.652
C (-0.535, -3.388, -3.937)  -0.769
C (-0.251, -2.179, -4.562)  -0.577
C (0.228, -1.113, -3.825)  -0.720
C (0.446, -1.217, -2.445)  1.183
S (1.137, 0.182, -1.650)  -0.710
H (-0.510, -4.432, -2.056)  0.464
H (-0.917, -4.227, -4.504)  0.389
H (-0.414, -2.062, -5.627)  0.361
H (0.431, -0.164, -4.304)  0.474
C (2.245, -4.152, 3.049)  -1.514
C (2.970, -3.898, 1.761)  1.286
C (3.206, -4.925, 0.865)  -0.697
C (3.789, -4.665, -0.364)  0.399
Cl (4.066, -5.986, -1.476)  -0.292
C (4.135, -3.381, -0.726)  -1.053
C (3.918, -2.339, 0.168)  -0.665
C (3.350, -2.599, 1.409)  0.742
O (3.105, -1.638, 2.349)  -0.409
C (3.702, -0.371, 2.147)  -1.257
C (3.024, 0.505, 1.083)  0.468
O (3.706, 1.075, 0.249)  -0.606
O (1.753, 0.646, 1.266)  -0.039
H (2.272, -5.211, 3.305)  0.458
H (1.198, -3.863, 2.922)  0.093
H (2.665, -3.572, 3.870)  0.305
H (2.905, -5.934, 1.113)  0.343
H (4.559, -3.183, -1.701)  0.424
H (4.163, -1.331, -0.136)  0.413
H (4.763, -0.473, 1.907)  0.411
H (3.594, 0.148, 3.100)  0.416
Br (-4.782, 0.478, 2.636)  -0.133
C (-3.982, -1.138, 2.025)  -0.172
C (-4.260, -2.269, 2.779)  -0.568
C (-3.724, -3.495, 2.414)  -0.642
C (-2.927, -3.591, 1.284)  -0.495
C (-2.659, -2.452, 0.546)  0.004
C (-3.153, -1.201, 0.907)  0.506
C (-2.703, -0.004, 0.083)  0.261
O (-3.411, 0.989, 0.013)  -0.670
O (-1.560, -0.141, -0.508)  -0.265
H (-4.894, -2.181, 3.652)  0.426
H (-3.937, -4.370, 3.016)  0.385
H (-2.486, -4.533, 0.986)  0.438
H (-2.040, -2.507, -0.337)  0.407

Properties
Frontier orbital gap   5.977 eV
Charge   -1
HOMO   -4.7 eV
DFT total energy   -185498.3368 eV
Relative energy (zero: lowest compared OMol25 entry of this formula, charge and spin)   0.006 eV

# C5H5FO

A single C5H5FO molecule at a distorted geometry (ωB97M-V/def2-TZVPD, the Open Molecules 2025 dataset).

Each line ends with the Mulliken charge.
Cartesian coordinates (Å):
C (1.913, -0.505, 0.115)  -0.182
C (0.633, -0.849, 0.377)  -0.554
C (-0.472, 0.011, -0.137)  0.857
C (-1.758, -0.483, -0.216)  -0.876
C (-0.467, 1.498, -0.110)  -0.047
H (2.763, -1.083, 0.368)  0.389
H (0.374, -1.824, 0.725)  0.307
H (-2.595, 0.079, -0.451)  0.344
H (-1.781, -1.579, 0.080)  0.170
H (-1.280, 1.955, -0.728)  0.281
O (0.370, 2.180, 0.489)  -0.485
F (2.301, 0.601, -0.513)  -0.203

Properties
SMILES   C=C(C=O)/C=C\F
Frontier orbital gap   9.414 eV
Charge   0
HOMO   -9.3 eV
DFT total energy   -10028.7260 eV
Relative energy (zero: lowest compared OMol25 entry of this formula, charge and spin)   1.351 eV

# C15H31CaNO2P2

A molecular structure, C15H31CaNO2P2 at a distorted geometry (ωB97M-V/def2-TZVPD, the Open Molecules 2025 dataset).

Each line ends with the Mulliken charge.
Cartesian coordinates (Å):
P (1.019, -2.099, 2.149)  1.091
P (0.773, 2.269, 2.410)  0.145
C (0.670, -0.536, 1.214)  1.942
C (1.471, 0.751, 1.432)  -1.179
H (-0.420, -0.314, 1.365)  -0.975
H (0.878, -0.868, 0.178)  -0.851
H (2.384, 0.522, 1.993)  0.316
H (1.751, 1.170, 0.455)  0.533
C (-0.708, 2.785, 1.389)  -0.747
H (-1.638, 2.245, 1.644)  0.222
H (-0.545, 2.759, 0.292)  0.000
H (-0.858, 3.849, 1.647)  0.476
C (1.873, 3.513, 1.607)  -1.145
H (1.524, 3.770, 0.596)  0.319
H (2.897, 3.124, 1.561)  0.367
H (1.854, 4.409, 2.239)  0.376
C (-0.159, -3.260, 1.395)  -1.306
H (-0.215, -4.166, 2.012)  0.469
H (0.160, -3.530, 0.373)  0.410
H (-1.165, -2.818, 1.338)  0.305
C (2.635, -2.840, 1.938)  -1.225
H (3.427, -2.086, 2.028)  0.377
H (2.715, -3.305, 0.942)  0.391
H (2.810, -3.610, 2.707)  0.408
Ca (-1.467, 0.365, -0.841)  1.422
C (-0.302, 1.747, -2.399)  -0.067
C (-1.650, 1.895, -2.550)  -1.114
C (-2.619, 0.911, -3.186)  -0.463
C (-2.107, -0.550, -3.504)  -0.710
C (-1.447, -1.328, -2.382)  -0.633
C (-0.125, -1.263, -2.030)  -0.404
C (0.954, -0.532, -2.812)  -0.714
C (0.610, 0.923, -3.283)  -1.139
C (0.506, -1.769, 3.823)  -1.143
H (0.227, 2.446, -1.729)  0.482
H (-2.148, 2.773, -2.101)  0.232
H (-2.948, 1.372, -4.129)  0.381
H (-3.549, 0.838, -2.573)  0.288
H (-3.010, -1.114, -3.804)  0.363
H (-1.489, -0.532, -4.415)  0.291
H (-2.129, -2.037, -1.868)  0.358
H (0.266, -2.036, -1.351)  0.286
H (1.235, -1.126, -3.700)  0.301
H (1.896, -0.489, -2.239)  0.320
H (1.574, 1.468, -3.323)  0.429
H (0.239, 0.904, -4.321)  0.324
H (1.086, -0.919, 4.214)  0.356
H (0.710, -2.656, 4.440)  0.433
H (-0.561, -1.514, 3.869)  0.349
O (-2.483, 0.059, 1.332)  -0.466
N (-2.607, -0.088, 2.616)  -0.124
O (-1.794, 0.519, 3.343)  -0.353

Properties
Frontier orbital gap (spin up / spin down)   3.754 / 4.007 eV
Charge   0
HOMO (spin up / spin down)   -3.9 / -4.2 eV
DFT total energy   -58652.0417 eV

# C11H17N2

2 unconnected molecules or ions with the total composition C11H17N2 at a distorted geometry (ωB97M-V/def2-TZVPD, the Open Molecules 2025 dataset).

Each line ends with the Mulliken charge.
Cartesian coordinates (Å):
C (2.034, 0.313, -1.916)  -1.248
C (1.511, 0.756, 0.582)  -1.086
C (1.185, 0.661, -0.729)  0.983
C (-0.671, 1.298, 0.448)  0.257
C (-0.233, 0.984, -0.838)  0.907
C (-1.940, 1.735, 0.804)  -0.805
C (-1.144, 1.243, -1.886)  -0.676
C (-2.862, 1.906, -0.221)  -0.595
C (-2.405, 1.655, -1.525)  -0.585
N (0.352, 0.973, 1.364)  -0.307
H (2.502, 0.728, 1.012)  0.452
H (0.420, 1.526, 2.211)  0.247
H (2.162, -0.767, -1.975)  0.246
H (3.011, 0.779, -1.877)  0.363
H (-2.233, 1.837, 1.842)  0.381
H (-0.930, 1.125, -2.936)  0.374
H (-3.885, 2.130, 0.043)  0.415
H (-3.099, 1.884, -2.328)  0.352
H (1.479, 0.584, -2.805)  0.316
C (1.202, -2.806, 0.623)  -0.267
C (1.156, -4.290, 0.975)  -1.125
N (0.488, -1.985, 1.631)  -0.122
H (2.216, -2.426, 0.525)  0.380
H (0.773, -2.572, -0.350)  0.312
H (0.374, -4.597, 1.673)  0.368
H (2.118, -4.559, 1.399)  0.312
H (0.908, -1.994, 2.569)  0.394
H (0.461, -0.975, 1.369)  0.013
H (-0.460, -2.325, 1.789)  0.417
H (0.963, -4.924, 0.114)  0.323

Properties
Frontier orbital gap   8.388 eV
Charge   +1
HOMO   -11.5 eV
DFT total energy   -14656.8580 eV
Relative energy (zero: lowest compared OMol25 entry of this formula, charge and spin)   0.301 eV

Q: Which of these has the lowest charge?
A: C34H25BrClCoN3O7S

Q: charge of number 4 (C11H17N2)?
A: +1